The following is a quantum chemistry calculation of a cluster of 3 separate species, C2H12NO2 in total at a distorted geometry, from the OMol25 dataset.

CARTESIAN COORDINATES (ANGSTROEM)
C: -0.862 2.841 -0.776
C: -1.426 1.683 -1.572
N: -0.913 0.391 -0.983
H: -1.100 2.839 0.289
H: 0.151 3.170 -1.012
H: -1.311 3.802 -1.085
H: -2.511 1.684 -1.557
H: -1.083 1.788 -2.597
H: 0.016 0.171 -1.348
H: -1.523 -0.397 -1.191
H: -0.715 0.530 0.009
H: 2.517 -3.404 3.901
H: 3.355 -4.427 3.240
O: 2.526 -3.987 3.111
H: 0.389 -2.755 0.386
H: 1.637 -2.006 0.862
O: 0.853 -1.923 0.322

## Properties
Net charge = +1
Gap between HOMO and LUMO = 10.73 eV
ΔE to the lowest compared entry with this formula, charge and spin = 87.3 kJ/mol
F_max = 0.0395 Eh/bohr
DFT total energy = -288.380806 hartree
HOMO = -14.085 eV